(1)
A molecular structure, C48H28BiBrN9S, computed with ωB97M-V/def2-TZVPD.

Summary:
LUMO energy: 1.71 eV
Charge: -1
E_HOMO: -3.1 eV

Positions of all 88 atoms, in Å:
Bi -0.09 -0.43 0.13
C -6.68 -0.56 1.06
C -6.68 -1.42 -0.04
C -5.49 -1.93 -0.55
C -4.31 -1.54 0.06
C -2.91 -1.89 -0.23
N -2.10 -1.24 0.70
C -2.91 -0.50 1.57
N -2.56 0.18 2.59
C -1.26 0.26 3.03
C -0.87 0.72 4.30
C -1.59 1.28 5.38
C -0.90 1.67 6.49
C 0.51 1.49 6.59
C 1.23 0.94 5.56
C 0.54 0.56 4.39
C 0.97 0.02 3.17
N 2.28 -0.23 2.85
C 2.63 -0.85 1.79
N 1.83 -1.39 0.79
C 2.65 -2.02 -0.16
N 2.30 -2.68 -1.20
C 0.99 -2.93 -1.52
N -0.13 -2.44 -0.90
C -1.25 -3.00 -1.45
N -2.56 -2.68 -1.18
C -0.85 -3.90 -2.45
C -1.57 -4.73 -3.34
C -0.86 -5.49 -4.23
C 0.56 -5.47 -4.26
C 1.28 -4.67 -3.41
C 0.57 -3.85 -2.50
C 4.05 -1.82 0.25
C 5.24 -2.22 -0.34
C 6.42 -1.87 0.30
C 6.41 -1.14 1.49
C 5.22 -0.75 2.08
C 4.04 -1.10 1.44
N -0.13 -0.17 2.37
C -4.31 -0.68 1.15
C -5.49 -0.18 1.67
H -7.62 -0.18 1.43
H -7.62 -1.70 -0.50
H -5.47 -2.60 -1.40
H -2.67 1.40 5.31
H -1.43 2.10 7.33
H 1.02 1.80 7.49
H 2.30 0.81 5.62
H -2.65 -4.75 -3.31
H -1.39 -6.13 -4.93
H 1.08 -6.10 -4.98
H 2.36 -4.65 -3.43
H 5.23 -2.79 -1.26
H 7.37 -2.16 -0.14
H 7.35 -0.88 1.96
H 5.19 -0.18 3.00
H -5.47 0.48 2.52
C -0.97 -0.73 -3.76
C -0.64 0.73 -3.83
C -0.11 1.28 -5.03
C 0.20 2.60 -5.09
C -0.02 3.41 -3.95
C 0.27 4.79 -3.94
C 0.04 5.54 -2.82
C -0.49 4.93 -1.67
C -0.77 3.58 -1.64
S -1.39 2.88 -0.12
C -0.54 2.78 -2.79
N -0.83 1.45 -2.76
H -1.19 -1.14 -4.75
H -1.83 -0.88 -3.11
H -0.13 -1.29 -3.35
H 0.04 0.63 -5.89
H 0.60 3.05 -5.99
H 0.67 5.25 -4.84
H 0.25 6.60 -2.81
H -0.67 5.52 -0.78
Br 3.80 3.07 3.67
C 2.29 3.05 2.53
C 1.03 3.25 3.07
C -0.08 3.24 2.24
C 0.08 3.00 0.88
C 1.35 2.77 0.35
C 2.46 2.80 1.18
H 0.91 3.41 4.13
H -1.06 3.39 2.65
H 1.48 2.58 -0.71
H 3.45 2.62 0.78

(2)
A molecular structure, C48H33BrHfN7O4SSe, computed with ωB97M-V/def2-TZVPD.

Summary:
LUMO energy: -3.92 eV
Charge: +1
E_HOMO: -10.3 eV
ΔE to the lowest compared entry with this formula, charge and spin: 2.8 kJ/mol

Positions of all 96 atoms, in Å:
Hf 0.04 0.27 -0.41
C 1.89 2.11 -2.79
O 1.63 0.84 -2.17
C 2.46 -0.21 -2.57
C 3.67 -0.04 -3.21
C 4.42 -1.16 -3.53
C 3.96 -2.43 -3.22
C 2.74 -2.60 -2.58
C 1.99 -1.48 -2.24
N 0.74 -1.51 -1.57
N 0.41 -2.67 -1.10
C -0.78 -2.89 -0.53
C -1.87 -1.97 -0.58
O -1.71 -0.74 -0.98
C -3.16 -2.41 -0.20
C -3.32 -3.62 0.39
C -2.23 -4.53 0.60
C -2.41 -5.74 1.28
C -1.36 -6.60 1.48
C -0.09 -6.25 0.99
C 0.11 -5.07 0.32
C -0.95 -4.18 0.12
H 1.86 2.00 -3.88
H 2.87 2.49 -2.48
H 1.12 2.79 -2.47
H 4.03 0.95 -3.46
H 5.37 -1.04 -4.04
H 4.55 -3.30 -3.48
H 2.36 -3.58 -2.34
H -3.99 -1.72 -0.31
H -4.30 -3.92 0.75
H -3.40 -5.99 1.65
H -1.50 -7.53 2.00
H 0.74 -6.93 1.14
H 1.10 -4.81 -0.04
Br 2.89 3.86 -5.70
C 1.46 4.81 -4.91
C 1.63 5.39 -3.66
C 0.57 6.05 -3.07
C -0.65 6.15 -3.74
C -0.79 5.63 -5.02
C 0.26 4.93 -5.60
N -1.77 6.86 -3.18
N -2.25 6.51 -2.10
C -1.66 5.38 -1.43
C -1.08 5.54 -0.20
C -0.42 4.47 0.45
C -0.37 3.24 -0.15
O 0.27 2.17 0.33
C -1.09 3.04 -1.35
N -1.10 1.76 -1.82
C -1.76 1.49 -2.92
C -2.44 2.48 -3.65
C -2.43 3.77 -3.20
C -1.74 4.09 -2.01
H 2.58 5.32 -3.16
H 0.69 6.51 -2.10
H -1.72 5.76 -5.55
H 0.15 4.51 -6.59
H -1.09 6.52 0.26
H 0.07 4.63 1.40
H -1.78 0.45 -3.24
H -2.97 2.20 -4.55
H -2.97 4.54 -3.74
Se 2.55 -1.72 1.30
N 2.19 -0.13 0.54
C 3.28 0.63 0.65
C 3.41 1.99 0.23
C 4.61 2.60 0.39
C 5.74 1.93 0.97
C 5.65 0.66 1.41
C 4.41 -0.03 1.26
N 4.21 -1.27 1.66
H 2.55 2.51 -0.15
H 4.72 3.63 0.09
H 6.67 2.48 1.06
H 6.48 0.14 1.87
C -4.32 -4.32 9.20
C -3.76 -3.61 8.00
O -3.25 -2.52 8.03
S -3.91 -4.59 6.49
C -3.06 -3.55 5.34
C -1.92 -4.05 4.70
C -1.26 -3.27 3.76
C -1.72 -1.98 3.47
C -2.85 -1.49 4.13
C -3.52 -2.27 5.05
C -1.06 -1.20 2.47
C -0.50 -0.62 1.55
H -4.81 -3.59 9.84
H -3.49 -4.76 9.75
H -5.01 -5.11 8.92
H -1.56 -5.04 4.94
H -0.39 -3.66 3.25
H -3.20 -0.49 3.90
H -4.40 -1.89 5.55

(3)
A molecular structure, C48H33F3N3O6SSb2Se4Y, computed with ωB97M-V/def2-TZVPD.

Summary:
LUMO energy: 3.20 eV
Charge: -2
E_HOMO: -1.6 eV
ΔE to the lowest compared entry with this formula, charge and spin: 520.5 kJ/mol

Positions of all 101 atoms, in Å:
Y -0.01 -1.75 1.24
O 2.84 -3.93 4.03
C 3.90 -3.25 3.56
C 5.02 -3.17 4.38
C 6.15 -2.51 3.95
C 6.19 -1.90 2.70
C 5.08 -1.97 1.89
C 3.92 -2.64 2.29
C 2.75 -2.71 1.39
O 1.65 -3.30 1.80
N 2.85 -2.14 0.22
N 1.64 -2.21 -0.51
C 1.42 -3.32 -1.10
C 0.26 -3.62 -1.95
C 0.44 -4.59 -2.94
C -0.56 -4.90 -3.84
C -1.78 -4.24 -3.74
C -2.00 -3.30 -2.75
C -0.99 -2.98 -1.82
O -1.24 -2.11 -0.86
H 2.12 -3.82 3.38
H 4.96 -3.62 5.36
H 7.01 -2.43 4.62
H 7.06 -1.34 2.38
H 5.06 -1.48 0.93
H 2.18 -4.11 -1.04
H 1.40 -5.09 -3.00
H -0.40 -5.65 -4.61
H -2.58 -4.47 -4.44
H -2.95 -2.79 -2.66
S 2.63 4.39 -1.03
C 3.49 3.11 -0.13
C 3.04 1.87 -0.34
C 1.92 1.95 -1.26
C 1.19 3.30 -1.27
C 0.10 3.51 -0.23
C -0.03 4.68 0.49
C -0.90 4.74 1.56
C -1.64 3.62 1.90
C -1.52 2.51 1.10
N -0.71 2.47 0.03
H 4.34 3.38 0.49
H 3.47 0.98 0.09
H 0.64 5.50 0.28
H -0.95 5.64 2.17
H -2.26 3.58 2.79
H -2.05 1.60 1.36
O -0.83 -1.25 5.20
C -2.04 -0.69 5.15
C -2.56 0.05 6.22
C -3.83 0.59 6.16
C -4.61 0.43 5.02
C -4.09 -0.25 3.93
C -2.83 -0.82 3.99
C -2.22 -1.40 2.76
O -1.64 -2.53 2.78
O -2.25 -0.71 1.71
H -0.16 -0.61 5.57
H -1.93 0.20 7.09
H -4.21 1.16 7.00
H -5.61 0.86 4.97
H -4.65 -0.34 3.01
Se 1.62 4.11 3.79
Sb 2.18 1.78 4.23
Se 4.54 1.34 3.77
Se 1.23 0.96 6.34
Se 0.89 0.24 2.58
F -0.28 -0.39 -6.99
C -0.40 -0.17 -5.66
C 0.43 -0.85 -4.79
C 0.29 -0.60 -3.43
C -0.67 0.29 -2.95
C -1.50 0.94 -3.86
C -1.36 0.73 -5.22
Sb -0.90 0.30 -0.80
C -3.01 0.64 -1.00
C -3.54 1.88 -1.35
C -4.91 2.07 -1.50
C -5.74 0.98 -1.29
F -7.08 1.15 -1.44
C -5.26 -0.26 -0.93
C -3.89 -0.42 -0.78
C 1.56 1.63 -2.52
C 0.76 2.90 -2.74
C 1.25 3.63 -3.94
C 1.94 2.94 -4.85
F 2.33 3.54 -6.01
C 2.36 1.55 -4.74
C 2.19 0.89 -3.58
H 1.16 -1.54 -5.17
H 0.95 -1.11 -2.74
H -2.27 1.61 -3.52
H -1.99 1.23 -5.94
H -2.89 2.74 -1.50
H -5.33 3.03 -1.77
H -5.95 -1.07 -0.76
H -3.49 -1.38 -0.48
H -0.34 2.79 -2.79
H 0.99 4.67 -4.13
H 2.87 1.12 -5.59
H 2.58 -0.11 -3.42

(4)
A molecular structure, C48H35F5IMnN6O4S3Se, computed with ωB97M-V/def2-TZVPD.

Summary:
LUMO energy (spin up / spin down): -1.59 / -0.81 eV
Charge: 0
E_HOMO (spin up / spin down): -6.1 / -6.1 eV
<S²>: 6.115
Spin multiplicity: 5
ΔE to the lowest compared entry with this formula, charge and spin: 129.4 kJ/mol

Positions of all 104 atoms, in Å:
Mn 0.03 0.02 0.93
C 3.68 2.00 0.13
C 3.48 0.54 0.25
N 2.33 -0.10 0.45
C 2.66 -1.43 0.56
C 4.01 -1.60 0.40
N 4.50 -0.34 0.22
C 4.94 -2.76 0.40
O 4.41 -3.96 0.55
O 6.12 -2.57 0.25
C 1.61 -2.39 0.91
O 1.80 -3.61 0.88
O 0.50 -1.85 1.23
H 2.85 2.42 -0.43
H 4.61 2.21 -0.40
H 3.72 2.46 1.12
H 5.48 -0.14 0.09
H 3.41 -3.91 0.67
N -1.11 1.57 0.80
S -2.44 1.98 0.41
N -3.73 1.06 0.94
S -4.56 0.07 0.11
N -3.94 -1.06 -0.75
S -2.51 -1.71 -0.23
N -1.35 -0.84 -0.30
C -2.44 -3.13 -1.28
C -1.24 -3.83 -1.15
C -1.05 -4.97 -1.91
C -2.04 -5.39 -2.80
C -3.22 -4.67 -2.92
C -3.43 -3.53 -2.15
C -2.92 -2.40 1.36
C -3.76 -3.49 1.48
C -4.09 -3.95 2.74
C -3.56 -3.33 3.87
C -2.71 -2.25 3.73
C -2.39 -1.77 2.47
C -5.64 -0.64 1.33
C -5.51 -0.34 2.68
C -6.37 -0.95 3.58
C -7.35 -1.82 3.12
C -7.47 -2.11 1.77
C -6.60 -1.52 0.86
C -5.66 0.87 -1.01
C -6.52 1.82 -0.46
C -7.38 2.50 -1.30
C -7.37 2.24 -2.66
C -6.50 1.30 -3.19
C -5.63 0.60 -2.37
C -2.85 3.54 1.14
C -1.92 4.54 0.84
C -2.11 5.80 1.38
C -3.20 6.05 2.20
C -4.11 5.04 2.49
C -3.94 3.77 1.95
C -2.82 2.24 -1.31
C -3.66 3.28 -1.71
C -3.93 3.45 -3.06
C -3.37 2.58 -3.99
C -2.54 1.55 -3.59
C -2.24 1.38 -2.24
H -0.48 -3.50 -0.45
H -0.13 -5.53 -1.81
H -1.89 -6.27 -3.40
H -3.98 -4.99 -3.62
H -4.35 -2.96 -2.25
H -4.15 -3.99 0.60
H -4.74 -4.81 2.85
H -3.81 -3.71 4.85
H -2.28 -1.77 4.60
H -1.75 -0.90 2.39
H -4.73 0.32 3.01
H -6.28 -0.74 4.63
H -8.03 -2.28 3.83
H -8.23 -2.79 1.42
H -6.68 -1.75 -0.19
H -6.50 2.02 0.60
H -8.06 3.24 -0.89
H -8.04 2.78 -3.31
H -6.49 1.11 -4.26
H -4.93 -0.12 -2.76
H -1.09 4.32 0.19
H -1.40 6.58 1.15
H -3.34 7.03 2.63
H -4.95 5.24 3.14
H -4.64 2.98 2.16
H -4.08 3.96 -0.99
H -4.56 4.26 -3.37
H -3.58 2.73 -5.04
H -2.07 0.91 -4.32
H -1.57 0.60 -1.92
I 0.57 0.66 3.39
F 2.02 8.43 -0.04
C 1.81 7.17 -0.46
C 1.80 6.87 -1.81
F 2.00 7.85 -2.71
C 1.57 5.58 -2.24
F 1.56 5.38 -3.56
C 1.34 4.51 -1.36
Se 0.96 2.76 -1.98
C 1.38 4.86 -0.01
F 1.17 3.93 0.95
C 1.60 6.15 0.45
F 1.61 6.41 1.76

(5)
A molecular structure, C48H36AuN4O4Te, computed with ωB97M-V/def2-TZVPD.

Summary:
LUMO energy: 2.26 eV
Charge: -1
E_HOMO: -2.9 eV

Positions of all 94 atoms, in Å:
Au 0.89 0.09 0.03
C -1.17 -6.14 -7.19
O 0.02 -6.18 -6.44
C 0.21 -5.18 -5.53
C -0.63 -4.09 -5.37
C -0.35 -3.14 -4.40
C 0.76 -3.24 -3.58
C 1.61 -4.34 -3.77
C 1.35 -5.30 -4.72
C 1.01 -2.25 -2.50
C 1.26 -0.98 -2.86
C 1.35 -0.48 -4.23
C 1.18 0.84 -4.23
C 1.01 1.29 -2.85
N 1.32 0.17 -2.00
C 0.50 2.47 -2.44
C 0.32 2.87 -1.07
C -0.05 4.15 -0.67
C -0.02 4.17 0.73
C 0.36 2.89 1.14
C 0.53 2.46 2.51
C 0.20 3.45 3.58
C 1.00 4.58 3.79
C 0.68 5.51 4.76
C -0.46 5.33 5.55
O -0.71 6.30 6.48
C -1.88 6.16 7.26
C -1.26 4.21 5.36
C -0.92 3.28 4.37
C 0.80 1.18 2.85
N 0.76 0.05 2.04
C 0.97 -1.07 2.83
C 0.89 -2.37 2.45
C 0.75 -3.41 3.50
C 1.64 -4.50 3.58
C 1.47 -5.50 4.51
C 0.40 -5.46 5.39
O 0.29 -6.51 6.27
C -0.86 -6.55 7.08
C -0.48 -4.38 5.36
C -0.29 -3.38 4.41
C 0.81 -2.78 1.07
C 0.60 -4.08 0.62
C 0.62 -4.04 -0.77
C 0.86 -2.72 -1.14
N 0.98 -1.95 -0.01
C 1.19 -0.60 4.19
C 1.08 0.73 4.21
N 0.59 2.11 0.04
C -0.04 3.40 -3.48
C -1.40 3.63 -3.57
C -1.94 4.43 -4.57
C -1.09 5.02 -5.51
O -1.52 5.81 -6.54
C -2.91 5.96 -6.70
C 0.28 4.82 -5.42
C 0.79 4.02 -4.41
H -1.18 -7.05 -7.79
H -1.20 -5.27 -7.86
H -2.05 -6.13 -6.54
H -1.51 -3.97 -5.99
H -1.01 -2.29 -4.28
H 2.50 -4.43 -3.15
H 2.01 -6.14 -4.87
H 1.50 -1.12 -5.09
H 1.16 1.49 -5.08
H -0.26 4.97 -1.33
H -0.25 4.99 1.38
H 1.88 4.72 3.18
H 1.30 6.38 4.94
H -1.91 7.03 7.91
H -1.84 5.25 7.87
H -2.77 6.14 6.64
H -2.14 4.04 5.96
H -1.54 2.41 4.22
H 2.48 -4.53 2.89
H 2.16 -6.33 4.56
H -0.82 -7.50 7.62
H -1.77 -6.51 6.48
H -0.87 -5.73 7.80
H -1.31 -4.31 6.04
H -0.99 -2.55 4.37
H 0.42 -4.94 1.25
H 0.50 -4.87 -1.45
H 1.44 -1.25 5.02
H 1.22 1.39 5.04
H -2.06 3.18 -2.84
H -3.01 4.58 -4.61
H -3.05 6.56 -7.60
H -3.36 6.48 -5.85
H -3.40 4.99 -6.83
H 0.93 5.29 -6.14
H 1.87 3.89 -4.33
Te 3.59 0.41 -1.50